Record 1
{
  "formula": "C26H42BaClN6O8P",
  "method": "ωB97M-V/def2-TZVPD",
  "relative_energy_kj_mol": 94.13,
  "molar_mass_g_mol": 770.41,
  "fmax_ev_per_a": 4.0,
  "orbital_gap_ha": 0.2597,
  "symbols": ["Ba", "O", "C", "O", "C", "C", "C", "C", "C", "N", "C", "O", "O", "H", "H", "H", "H", "N", "C", "C", "C", "C", "N", "H", "H", "H", "H", "H", "H", "H", "H", "H", "H", "H", "H", "C", "N", "C", "P", "O", "N", "C", "C", "N", "C", "C", "H", "H", "H", "H", "H", "H", "H", "H", "H", "H", "H", "H", "H", "H", "H", "H", "H", "H", "C", "C", "C", "C", "Cl", "C", "C", "C", "O", "C", "C", "O", "O", "H", "H", "H", "H", "H", "H", "H", "H"],
  "xyz": [[0.76419, -0.08587, 0.83247], [-1.62444, 0.04044, 5.30151], [-0.81957, 0.29090, 4.24833], [-0.26773, -0.54728, 3.54134], [-0.79218, 1.72816, 4.02316], [-1.10232, 2.72556, 4.99610], [-1.05420, 4.10128, 4.58421], [-0.42216, 4.43139, 3.40435], [-0.17342, 3.36428, 2.45909], [-0.40760, 2.13758, 2.81874], [0.38634, 3.66163, 1.04695], [-0.15209, 4.47639, 0.26575], [1.34937, 2.85226, 0.74699], [-1.60836, -0.91391, 5.45810], [-1.37401, 2.38613, 6.00001], [-1.48290, 4.87718, 5.19969], [-0.26949, 5.42859, 2.99343], [1.82657, -2.70861, 1.09169], [2.56661, -3.23433, 2.26305], [4.07047, -2.77449, 2.47435], [4.47724, -1.97191, 3.70225], [3.88139, -0.54008, 4.04788], [3.47487, 0.20387, 2.81016], [1.19457, -3.41625, 0.66410], [2.43897, -2.36942, 0.35591], [2.58874, -4.35735, 2.27689], [1.91632, -2.98814, 3.12839], [4.43563, -2.23015, 1.57011], [4.69651, -3.68546, 2.55382], [5.57807, -1.78348, 3.79091], [4.26868, -2.69028, 4.55699], [4.74456, -0.05174, 4.53182], [3.10999, -0.67059, 4.76818], [4.01322, -0.15385, 1.97161], [3.65008, 1.18950, 2.95409], [-5.11187, 0.51240, -0.98576], [-3.74479, 0.39188, -0.54497], [-3.36400, 1.43067, 0.44210], [-2.86843, -1.00348, -0.85153], [-1.49429, -0.77414, -0.24917], [-3.51763, -2.51285, -0.47061], [-4.79620, -3.15119, -0.83886], [-3.23809, -2.85625, 0.94615], [-3.01639, -1.19271, -2.55535], [-2.50508, -0.04667, -3.42130], [-2.52397, -2.50566, -3.06522], [-5.37809, -0.32128, -1.67954], [-5.37495, 1.45333, -1.47575], [-5.76817, 0.45981, -0.04000], [-4.28058, 2.05013, 0.58622], [-2.57267, 2.04753, 0.03422], [-3.01715, 0.98069, 1.43504], [-5.13320, -3.04959, -1.90126], [-5.64946, -2.74090, -0.25852], [-4.73544, -4.21835, -0.68448], [-3.77524, -3.77048, 1.20908], [-3.59727, -1.99846, 1.58574], [-2.17194, -2.99679, 1.02800], [-3.36659, 0.59480, -3.75408], [-2.00236, -0.40986, -4.33164], [-1.72143, 0.50341, -2.86846], [-2.44754, -2.46225, -4.18205], [-3.25497, -3.29639, -2.81672], [-1.56679, -2.83729, -2.61426], [1.30997, 3.14626, -2.79770], [1.59423, 2.30358, -3.97481], [0.60422, 2.08689, -4.91502], [0.55286, 0.89002, -5.63372], [-0.76007, 0.66604, -6.80564], [1.67160, -0.01084, -5.56842], [2.76699, 0.35261, -4.87037], [2.78054, 1.46764, -3.99398], [3.75150, 1.66380, -3.07845], [4.32097, 0.50652, -2.42328], [3.83968, 0.07569, -1.00028], [4.76164, -0.20512, -0.24884], [2.55782, 0.03925, -0.83549], [1.67042, 4.23979, -2.98415], [1.82212, 2.87308, -1.82343], [0.24769, 3.13792, -2.58485], [-0.22521, 2.84823, -4.95322], [1.63787, -0.98578, -6.13786], [3.66797, -0.27543, -4.97939], [5.43868, 0.56174, -2.44039], [4.10122, -0.38391, -3.06022]],
  "atomic_forces_ev_per_a": [[0.2, 1.6, 0.8], [0.6, -0.8, -0.3], [-0.2, -0.7, -0.5], [-0.9, 0.7, 1.2], [0.2, 3.9, 0.8], [-0.1, -0.7, -1.1], [0.6, -1.1, 0.4], [-0.7, -1.2, -1.7], [-0.1, 2.3, 1.4], [0.6, -2.1, -1.5], [0.7, -1.6, -2.1], [0.3, -0.5, 1.9], [-1.2, 0.6, 0.7], [0.0, -0.1, 0.1], [-0.2, 0.5, -0.4], [0.3, 0.0, 0.4], [-0.2, 0.0, 0.5], [-0.2, -0.4, -0.5], [0.0, -0.8, 1.2], [0.1, 0.3, -1.4], [-0.2, 0.1, 2.1], [1.5, -0.9, -1.8], [0.2, -1.4, -0.1], [0.9, 0.6, 0.6], [0.3, -0.3, -0.1], [-0.1, 0.9, -0.4], [0.7, 0.1, -0.1], [-0.4, -0.5, 0.3], [-0.4, 0.4, -0.3], [-0.7, -0.7, -0.8], [0.1, 1.1, -0.5], [-0.6, 0.1, 0.1], [-1.0, 0.3, 0.3], [-0.5, 1.0, 1.2], [0.0, 0.0, -0.4], [-1.7, -1.1, 1.0], [0.5, -0.6, 0.1], [-0.1, -0.8, 0.7], [-0.2, 0.6, -2.4], [-1.5, -0.8, -0.3], [-0.1, -0.1, 1.2], [-1.0, 1.3, -1.2], [-0.5, 1.1, -0.1], [1.3, 0.4, 0.0], [-0.5, 0.0, 0.6], [-0.5, -0.4, -0.3], [0.2, 0.6, 0.6], [0.5, 0.0, -0.1], [0.5, -0.1, -1.5], [0.9, -0.4, 0.2], [0.2, 0.2, 0.1], [-0.5, 0.7, -1.3], [0.8, 0.3, 0.7], [0.5, -0.3, 0.0], [0.2, -0.3, 0.3], [0.2, 0.2, 0.0], [0.4, -1.0, -0.1], [0.3, 0.0, 0.5], [0.9, -0.4, 0.6], [-0.4, -0.1, 0.4], [-0.6, 0.2, -0.3], [0.0, 0.0, 1.1], [0.4, 0.4, -0.3], [-0.3, 0.4, -0.4], [1.4, 2.7, 1.1], [2.4, -2.0, 0.8], [-1.4, -0.1, -0.4], [1.3, 0.2, -0.3], [0.5, -0.2, 0.6], [-2.8, -0.3, -2.0], [2.0, 0.4, 1.1], [-2.6, -0.2, -0.6], [0.3, -0.2, 0.8], [0.6, -1.1, -1.2], [-0.7, 1.5, -1.6], [-0.4, -0.7, 1.1], [1.5, -0.5, 0.1], [-0.9, -1.6, 0.4], [-0.4, -0.1, -1.4], [-0.2, 0.3, 0.0], [0.7, -1.1, 0.0], [0.1, 1.4, 0.6], [-0.6, 0.3, 0.3], [-1.0, 0.5, 0.2], [0.1, 0.5, 0.5]],
  "lowdin_charge": [1.90, 0.12, -0.46, -0.02, -0.21, 0.04, -0.04, 0.03, -0.17, 0.11, -0.63, -0.01, -0.17, 0.13, 0.11, 0.10, 0.12, -0.13, -0.24, -0.20, -0.21, -0.25, -0.01, 0.09, 0.04, 0.11, 0.10, 0.10, 0.11, 0.11, 0.12, 0.10, 0.07, 0.05, 0.07, -0.14, -0.31, -0.07, 0.58, -0.54, -0.30, -0.13, -0.10, -0.28, -0.08, -0.12, 0.08, 0.08, 0.10, 0.09, 0.08, 0.09, 0.09, 0.09, 0.08, 0.08, 0.10, 0.06, 0.09, 0.04, 0.08, 0.09, 0.05, 0.08, -0.04, -0.21, -0.10, -0.64, 0.59, -0.12, -0.05, -0.21, -0.02, -0.08, -0.63, 0.01, -0.36, 0.12, 0.09, 0.07, 0.13, 0.12, 0.12, 0.14, 0.11]
}



Record 2
{
  "formula": "C34H52FIN7O3Si",
  "method": "ωB97M-V/def2-TZVPD",
  "molar_mass_g_mol": 780.82,
  "fmax_ev_per_a": 2.7,
  "orbital_gap_ha": 0.1789,
  "charge": 1,
  "symbols": ["C", "C", "O", "C", "O", "C", "N", "C", "C", "C", "C", "F", "C", "C", "C", "O", "Si", "C", "C", "C", "N", "I", "H", "H", "H", "H", "H", "H", "H", "H", "H", "H", "H", "H", "H", "H", "H", "H", "H", "H", "H", "H", "H", "H", "H", "H", "H", "H", "H", "N", "C", "C", "C", "C", "H", "H", "H", "H", "H", "N", "C", "C", "C", "C", "H", "H", "H", "H", "H", "N", "C", "C", "C", "C", "H", "H", "H", "H", "H", "N", "C", "C", "C", "C", "H", "H", "H", "H", "H", "N", "C", "C", "C", "C", "H", "H", "H", "H", "H"],
  "xyz": [[-4.11924, 5.76663, 3.76842], [-2.62921, 6.13322, 3.43358], [-2.18886, 7.11310, 4.36705], [-2.47368, 6.65898, 2.00071], [-3.01575, 5.72608, 0.98959], [-2.00402, 5.02393, 0.47799], [-1.11006, 5.39454, -0.39731], [-0.20764, 4.35620, -0.63561], [0.97606, 4.37805, -1.58330], [0.70911, 3.72238, -2.94294], [-0.61409, 4.09973, -3.61004], [0.84420, 2.34453, -2.83058], [-0.62663, 3.34201, 0.15690], [-0.01157, 1.96398, 0.33672], [0.85886, 2.02215, 1.62596], [1.60292, 0.85091, 1.83858], [3.10044, 0.78469, 1.06334], [4.15958, -0.39744, 2.10475], [3.05415, 0.03682, -0.67082], [4.05807, 2.40876, 0.99455], [-1.78364, 3.76001, 0.84922], [-2.87038, 2.64903, 2.17322], [-4.28087, 4.69271, 3.87390], [-4.36888, 6.30356, 4.69058], [-4.73186, 6.18933, 2.95750], [-1.98075, 5.24692, 3.54794], [-1.80228, 6.63927, 5.11315], [-1.39781, 6.78149, 1.80492], [-2.96035, 7.63958, 1.92039], [-1.06193, 6.30710, -0.83236], [1.33190, 5.41270, -1.69156], [1.77511, 3.80570, -1.08707], [1.51855, 4.05370, -3.61231], [-1.47795, 4.07488, -2.93053], [-0.53032, 5.07099, -4.11303], [-0.81192, 3.33529, -4.37650], [0.55917, 1.71348, -0.56416], [-0.87116, 1.29667, 0.49261], [0.15697, 2.11451, 2.47603], [1.43318, 2.96545, 1.61165], [3.92669, -1.45156, 1.91192], [3.84420, -0.21247, 3.15017], [5.22687, -0.15377, 2.05938], [2.93690, 0.81994, -1.43742], [2.18420, -0.64037, -0.71295], [3.93984, -0.57334, -0.89353], [3.76481, 3.01624, 0.11976], [5.14569, 2.27162, 0.92489], [3.88372, 3.00373, 1.90846], [0.60961, -2.53873, -2.81555], [1.24607, -3.33416, -3.73117], [1.66024, -4.47018, -3.08738], [1.25389, -4.35891, -1.73101], [0.60685, -3.15915, -1.59623], [0.20567, -1.63847, -3.00742], [1.34941, -3.02308, -4.75734], [2.19406, -5.29097, -3.53747], [1.41783, -5.07890, -0.94588], [0.14608, -2.69276, -0.74070], [3.69447, -6.79125, 0.15375], [2.81930, -7.83771, 0.27307], [3.34386, -8.90483, -0.40524], [4.58733, -8.48878, -0.95181], [4.77643, -7.18259, -0.58791], [3.56320, -5.87831, 0.54907], [1.90192, -7.73134, 0.82755], [2.88824, -9.87674, -0.49896], [5.26491, -9.08165, -1.54376], [5.58340, -6.49922, -0.79218], [-3.78125, -1.20116, -2.48144], [-3.78507, -0.11124, -1.65917], [-2.64232, 0.60655, -1.90198], [-1.92185, -0.07758, -2.92076], [-2.65324, -1.18607, -3.25703], [-4.49841, -1.90549, -2.51205], [-4.59757, 0.05927, -0.97269], [-2.35776, 1.52065, -1.40724], [-0.98226, 0.20841, -3.35363], [-2.46763, -1.96473, -3.97914], [3.75836, 0.28660, 7.30573], [2.53981, -0.02132, 7.84474], [1.60037, 0.09283, 6.85526], [2.28051, 0.48047, 5.66937], [3.61078, 0.58906, 5.98014], [4.62847, 0.28928, 7.80658], [2.44707, -0.29322, 8.88259], [0.54318, -0.08336, 6.96800], [1.84314, 0.65796, 4.69899], [4.46189, 0.85492, 5.37560], [-5.20528, -4.32026, -4.38372], [-6.52339, -4.41625, -4.74968], [-6.90032, -5.72448, -4.61945], [-5.76945, -6.44807, -4.15170], [-4.74167, -5.55645, -4.01336], [-4.66419, -3.47620, -4.38680], [-7.07372, -3.54774, -5.07076], [-7.87863, -6.12139, -4.83427], [-5.71881, -7.50339, -3.94098], [-3.72390, -5.69151, -3.68639]],
  "atomic_forces_ev_per_a": [[0.7, 0.8, -0.6], [-1.0, -1.1, 0.7], [0.4, 0.1, -0.7], [0.5, 0.8, 0.8], [1.0, 0.5, 0.1], [-2.2, -0.6, 1.5], [1.0, 0.7, -1.1], [0.1, -0.4, 0.2], [-0.5, -0.1, 0.7], [0.3, 1.2, -0.7], [0.0, -0.8, -0.1], [-0.3, -0.1, 0.3], [0.3, -1.3, -0.1], [-0.6, 1.2, 0.6], [-1.2, -0.1, 0.2], [0.6, 0.9, -0.7], [2.1, -1.6, 0.0], [-1.1, 0.6, 0.7], [-0.8, 0.3, 0.1], [-0.6, 0.7, 0.1], [1.1, 0.0, -0.6], [0.1, 0.1, -0.4], [-0.1, 0.3, 0.0], [0.0, -0.3, -0.2], [-0.2, -0.4, 0.4], [-0.2, 0.1, -0.2], [0.0, 0.2, -0.1], [-0.3, 0.2, 0.0], [-0.1, -0.4, -0.3], [-0.2, -0.1, 0.1], [-0.1, -0.3, -0.2], [-0.1, 0.3, -0.2], [-0.1, -0.2, 0.2], [0.3, 0.1, -0.1], [-0.1, -0.2, 0.2], [0.0, 0.4, 0.1], [-0.2, -0.2, 0.3], [0.6, -0.4, -0.3], [0.3, 0.0, -0.2], [0.3, -0.4, 0.0], [0.4, 0.2, -0.1], [0.2, -0.2, -0.2], [-0.2, -0.3, -0.3], [0.0, -0.4, 0.0], [0.2, 0.1, -0.2], [-0.1, 0.3, 0.2], [0.1, -0.1, 0.3], [-0.3, -0.3, 0.0], [0.1, -0.1, -0.3], [0.0, 0.0, -0.1], [0.0, 0.1, 0.0], [0.0, 0.0, -0.1], [0.0, 0.0, 0.1], [0.0, 0.1, 0.1], [0.0, -0.1, 0.1], [0.0, 0.0, 0.0], [0.0, 0.0, 0.0], [0.0, 0.0, 0.0], [0.0, 0.0, 0.0], [0.0, -0.1, 0.0], [-0.1, 0.1, 0.0], [0.0, 0.0, 0.0], [0.0, 0.0, 0.0], [0.0, 0.1, 0.0], [0.0, 0.0, 0.0], [0.0, 0.0, 0.0], [0.0, 0.0, 0.0], [0.0, 0.0, 0.0], [0.0, 0.0, 0.0], [0.1, 0.1, -0.1], [-0.1, 0.0, 0.1], [0.0, -0.1, 0.0], [-0.2, -0.1, 0.1], [-0.1, -0.1, 0.0], [0.0, 0.0, 0.1], [0.0, 0.0, 0.0], [0.0, 0.0, 0.0], [0.1, 0.2, -0.1], [0.1, 0.0, 0.0], [-0.1, 0.0, -0.1], [0.0, 0.0, 0.1], [0.0, 0.0, 0.0], [0.0, 0.1, -0.1], [0.1, 0.1, 0.0], [0.0, 0.0, 0.0], [0.0, 0.0, 0.0], [0.0, 0.0, 0.0], [0.0, 0.0, 0.0], [0.0, 0.0, 0.0], [-0.1, 0.0, 0.1], [0.0, 0.1, 0.0], [0.0, 0.0, 0.0], [0.0, 0.0, 0.0], [0.1, 0.0, 0.0], [0.0, -0.1, -0.1], [0.0, 0.0, 0.0], [0.0, 0.0, 0.0], [0.0, 0.0, 0.0], [0.0, 0.0, 0.0]],
  "lowdin_charge": [-0.04, -0.42, -0.02, -0.08, 0.01, -0.45, 0.24, -0.15, -0.04, -0.37, -0.02, -0.02, -0.22, -0.11, -0.27, -0.19, 0.45, -0.15, -0.15, -0.16, -0.31, 1.21, 0.02, 0.09, 0.09, 0.11, 0.11, 0.14, 0.15, 0.20, 0.14, 0.12, 0.15, 0.08, 0.09, 0.09, 0.11, 0.08, 0.09, 0.11, 0.04, 0.01, 0.04, 0.02, 0.02, 0.05, 0.02, 0.04, 0.04, 0.01, -0.14, -0.10, -0.11, -0.16, 0.10, 0.11, 0.10, 0.08, 0.10, 0.00, -0.15, -0.11, -0.11, -0.14, 0.14, 0.10, 0.09, 0.09, 0.10, 0.02, -0.13, -0.11, -0.12, -0.13, 0.14, 0.11, 0.07, 0.08, 0.11, 0.01, -0.14, -0.11, -0.12, -0.15, 0.15, 0.11, 0.09, 0.07, 0.10, -0.01, -0.14, -0.11, -0.11, -0.14, 0.12, 0.10, 0.09, 0.09, 0.11]
}



Record 3
{
  "formula": "C4H13NOS",
  "method": "ωB97M-V/def2-TZVPD",
  "relative_energy_kj_mol": 116.84,
  "molar_mass_g_mol": 123.22,
  "fmax_ev_per_a": 1.5,
  "smiles": "CCNCCS.O",
  "orbital_gap_ha": 0.3542,
  "symbols": ["C", "N", "C", "C", "S", "C", "H", "H", "H", "H", "H", "H", "H", "H", "H", "H", "H", "H", "H", "O"],
  "xyz": [[1.40349, -0.75277, 0.41767], [0.03348, -1.24676, 0.25728], [-0.96682, -0.70841, 1.14766], [-1.66012, 0.59756, 0.73526], [-2.65890, 0.55815, -0.77530], [1.79807, 0.77162, 0.14451], [2.00401, -1.29217, -0.32049], [1.72199, -0.96363, 1.44122], [-0.27017, -1.09244, -0.70225], [-1.70440, -1.49286, 1.26985], [-0.58281, -0.59020, 2.15876], [-0.96828, 1.38538, 0.44830], [-2.16783, 0.91361, 1.66128], [-3.41149, -0.52522, -0.39981], [2.17479, 1.10121, 1.09025], [0.95492, 1.38621, -0.21115], [2.60914, 0.77227, -0.60665], [0.83035, -0.12912, -2.11348], [0.42008, 1.12033, -2.70983], [0.44051, 0.18725, -2.93309]],
  "atomic_forces_ev_per_a": [[0.0, 0.7, -0.8], [0.7, 0.6, -0.3], [-0.1, 0.0, -0.4], [0.2, 0.1, 0.6], [-0.6, -1.0, 0.6], [-0.6, -1.3, -0.5], [0.0, -0.5, 0.5], [0.1, -0.4, -0.2], [-0.1, -0.2, 0.1], [-0.6, 0.0, -0.1], [0.5, 0.2, 0.0], [0.4, 0.0, 0.5], [-0.4, 0.3, -0.7], [0.3, 0.6, -0.4], [0.2, 0.9, 0.3], [0.5, -0.2, 0.2], [-0.4, 0.3, 0.4], [0.2, -0.6, -0.1], [-0.3, 0.4, -0.5], [0.2, 0.1, 0.4]],
  "nbo_charge": [-0.22, -0.62, -0.23, -0.54, -0.03, -0.66, 0.19, 0.19, 0.36, 0.19, 0.20, 0.21, 0.21, 0.12, 0.22, 0.20, 0.21, 0.45, 0.46, -0.91]
}



Record 4
{
  "formula": "C3H13NO2S",
  "method": "ωB97M-V/def2-TZVPD",
  "relative_energy_kj_mol": 204.26,
  "molar_mass_g_mol": 127.21,
  "fmax_ev_per_a": 3.1,
  "smiles": "CNCCS.O.O",
  "orbital_gap_ha": 0.3519,
  "symbols": ["C", "N", "C", "C", "S", "H", "H", "H", "H", "H", "H", "H", "H", "H", "H", "H", "O", "H", "H", "O"],
  "xyz": [[-0.67808, -0.63810, -1.86163], [0.17964, -0.33280, -0.58802], [-0.36483, -0.43665, 0.77248], [0.82560, 0.09319, 1.68528], [1.11286, -0.77902, 3.42550], [-1.57373, 0.00456, -1.94084], [-0.09610, -0.40833, -2.79327], [-0.97539, -1.70637, -1.81451], [0.47194, 0.60819, -0.67307], [-0.83830, -1.41224, 1.22873], [-1.25696, 0.26940, 0.99265], [0.83257, 1.19569, 1.96515], [1.76049, -0.22618, 0.99917], [0.80904, 0.35700, 4.13188], [-2.58443, 1.82015, 0.64929], [-3.44032, 2.28487, -0.40530], [-2.50719, 1.98599, -0.31945], [1.98871, -0.84931, -1.77694], [3.48109, -1.16836, -1.53176], [2.85340, -0.66170, -2.14536]],
  "atomic_forces_ev_per_a": [[0.4, 0.4, 1.3], [-1.6, -1.9, -1.6], [-1.7, 1.0, 2.4], [1.8, -1.4, -0.3], [-0.7, 1.6, -1.5], [0.2, -0.3, 0.4], [-0.1, -0.5, 1.1], [0.3, 0.7, -0.2], [0.4, 1.1, -0.2], [1.6, 1.2, -1.7], [1.2, -0.8, -0.7], [-0.1, -1.5, -0.9], [-1.7, 1.1, 2.0], [0.2, -0.8, -0.3], [0.8, -0.1, -0.8], [0.8, -0.1, -0.8], [-1.7, 0.2, 1.5], [-0.5, 0.0, 0.4], [-1.4, 1.1, -1.4], [1.8, -1.1, 1.1]],
  "nbo_charge": [-0.43, -0.67, -0.25, -0.49, -0.10, 0.20, 0.21, 0.20, 0.36, 0.22, 0.15, 0.22, 0.23, 0.13, 0.46, 0.47, -0.93, 0.48, 0.47, -0.96]
}



Across the entries above, E takes the values -75472.4718 -71363.9004 -18730.8001 -19740.3255 eV, respectively.